Formula: C11H15N
Source: OMol25
Level of theory: the ωB97M-V functional and the def2-TZVPD basis

Last column: Löwdin charge in e.
Positions of all 27 atoms, in Å:
C (-1.7320, -1.3661, 3.3586)  -0.05
C (-1.7693, -0.8121, 1.9590)  -0.23
C (-2.8635, -0.4859, 1.1987)  -0.05
N (-2.4555, -0.1305, -0.0946)  0.08
C (-1.0964, -0.1438, -0.1224)  -0.22
C (-0.1886, 0.0611, -1.1675)  -0.04
C (1.1119, -0.3180, -1.0067)  -0.11
C (1.5440, -1.0930, 0.1210)  -0.08
C (0.6731, -1.1908, 1.1801)  -0.04
C (-0.6238, -0.7012, 1.0786)  -0.14
H (-1.0692, -0.7324, 3.9487)  0.08
H (-1.2316, -2.3345, 3.2614)  0.08
H (-2.7239, -1.4741, 3.7864)  0.07
H (-3.8731, -0.4940, 1.5654)  0.11
H (-3.2010, -0.0645, -0.7633)  0.15
H (-0.4327, 0.7586, -1.9678)  0.11
H (1.8730, 0.0308, -1.6891)  0.08
H (2.4028, -1.7510, 0.0997)  0.10
H (1.0286, -1.7947, 2.0091)  0.11
C (2.3227, 2.6607, -2.4695)  -0.18
C (3.7064, 2.2983, -2.9560)  -0.17
H (1.7103, 1.9210, -1.9350)  0.02
H (2.5012, 3.3498, -1.6188)  0.07
H (1.6187, 3.1779, -3.1225)  0.07
H (4.2291, 3.2398, -3.0993)  0.06
H (3.6787, 1.6189, -3.8138)  0.06
H (4.3018, 1.7234, -2.2347)  0.07

Calculated values
- E_LUMO: 0.941 eV
- Frontier orbital gap: 8.85 eV
- Maximum force: 2.58 eV/Å
- SMILES: Cc1c[nH]c2ccccc12.CC
- HOMO level: -7.90 eV

Formula: C3H5NO4
Source: OMol25
Level of theory: the ωB97M-V functional and the def2-TZVPD basis

Last column: Löwdin charge in e.
Positions of all 13 atoms, in Å:
O (-1.6189, 0.6324, 0.1180)  0.07
C (-0.5723, 0.0635, 0.2389)  -0.42
C (-0.0388, -1.3307, 0.2016)  -0.10
O (1.2341, -0.7968, 0.5542)  -0.08
C (0.8336, 0.5285, 0.6391)  -0.14
H (-0.4835, -1.8656, 1.0661)  0.14
H (-0.2159, -1.8966, -0.8502)  0.18
H (1.1838, 1.1049, -0.1649)  0.09
H (0.9618, 1.2387, 1.5636)  0.17
O (0.1250, 0.2595, -3.0596)  0.10
N (-0.2971, 0.6952, -2.0595)  -0.15
O (-0.9907, 1.8460, -2.1427)  0.06
H (-1.2404, 2.3044, -1.3567)  0.09

Calculated values
- E_LUMO: 0.272 eV
- Frontier orbital gap: 10.31 eV
- Maximum force: 4.25 eV/Å
- SMILES: O=C1COC1.O=NO
- HOMO level: -10.03 eV

Formula: C19H20N2O
Source: OMol25
Level of theory: the ωB97M-V functional and the def2-TZVPD basis

Last column: Löwdin charge in e.
Positions of all 42 atoms, in Å:
O (1.4976, 1.5938, -0.1271)  -0.12
C (2.1841, 2.4971, -0.6646)  -0.47
C (2.0148, 3.9215, -0.3733)  -0.04
C (2.3632, 4.8721, -1.3025)  -0.08
C (3.0863, 4.5349, -2.4608)  -0.29
C (3.4033, 5.5256, -3.4471)  -0.23
N (3.6606, 6.3285, -4.2616)  0.10
C (3.5113, 3.2039, -2.6163)  -0.09
C (3.1826, 2.2356, -1.6983)  -0.05
H (1.4803, 4.2059, 0.5324)  0.09
H (2.0690, 5.9146, -1.1644)  0.11
H (4.1022, 2.9468, -3.4977)  0.11
H (3.5435, 1.2150, -1.8186)  0.09
C (-0.0468, -4.2944, 2.3226)  -0.19
C (1.1320, -3.3386, 2.1192)  -0.16
C (1.0749, -2.6036, 0.7838)  -0.11
N (-0.2535, -2.0066, 0.5630)  -0.03
C (-0.3748, -0.7344, 0.2582)  0.08
C (-1.6504, -0.0752, 0.1339)  -0.18
C (-2.6935, -0.2730, 1.0760)  -0.04
C (-3.9601, 0.2402, 0.8235)  -0.07
C (-4.2014, 0.9772, -0.3429)  -0.05
C (-3.1645, 1.2100, -1.2570)  -0.05
C (-1.8904, 0.7154, -1.0120)  0.01
C (-1.3530, -2.9945, 0.6125)  -0.12
C (-1.4063, -3.6840, 1.9734)  -0.17
H (0.1050, -5.1753, 1.6865)  0.12
H (-0.0622, -4.6532, 3.3554)  0.12
H (1.1666, -2.6051, 2.9324)  0.12
H (2.0725, -3.8962, 2.1547)  0.12
H (1.8212, -1.8046, 0.7138)  0.14
H (1.2401, -3.3278, -0.0271)  0.14
H (0.5406, -0.1830, 0.0110)  0.12
H (-2.4981, -0.8491, 1.9851)  0.11
H (-4.7588, 0.0679, 1.5444)  0.11
H (-5.1944, 1.3852, -0.5289)  0.11
H (-3.3519, 1.7892, -2.1605)  0.11
H (-1.0625, 0.8738, -1.7067)  0.13
H (-2.3168, -2.5559, 0.3375)  0.12
H (-1.1077, -3.7623, -0.1378)  0.14
H (-2.1755, -4.4662, 1.9415)  0.12
H (-1.7290, -2.9713, 2.7442)  0.11

Calculated values
- E_LUMO: -1.536 eV
- Frontier orbital gap: 4.50 eV
- Maximum force: 2.11 eV/Å
- HOMO level: -6.03 eV